Record 1
A 2-piece molecular cluster, C15H22FN3O4 overall. Source: the OMol25 dataset; level of theory: ωB97M-V with the def2-TZVPD basis set.

Results
LUMO energy in eV: 0.6
Total charge: 0
Energy relative to the best compared isomer or geometry (same formula, charge and spin) in kcal per mole: 4.44
Kohn-Sham gap in eV: 9.743
Electronic energy in hartree: -1149.90596

```
45
C15H22FN3O4 (ωB97M-V with the def2-TZVPD basis set)
C -0.68263 0.59535 2.43200
O -0.99379 1.00800 1.09462
C -2.12287 0.43727 0.61546
O -2.38762 -0.76307 0.68119
C -3.18372 1.39883 0.02181
N -4.52961 1.24668 0.63554
C -3.34584 1.18866 -1.48806
C -2.13729 1.67676 -2.24909
C -1.18094 0.77312 -2.73366
C -0.08303 1.23545 -3.46914
C 0.07324 2.60044 -3.72460
F 1.12884 3.04365 -4.44423
C -0.87157 3.50399 -3.23333
C -1.97134 3.04699 -2.49902
H 0.13950 1.20016 2.82421
H -0.39062 -0.45754 2.46447
H -1.54590 0.73456 3.09212
H -2.83694 2.42272 0.19923
H -4.87040 0.29161 0.50468
H -4.51121 1.48067 1.62853
H -3.52638 0.12936 -1.69856
H -4.22530 1.74042 -1.83641
H -1.29392 -0.29145 -2.54712
H 0.65259 0.53564 -3.85241
H -0.74804 4.56308 -3.43519
H -2.70448 3.75971 -2.13159
C 2.75214 -5.54843 0.86006
N 2.09614 -4.30119 1.24815
C 2.50907 -3.08571 0.86966
O 3.49311 -2.91799 0.15605
C 1.66899 -1.90649 1.36756
N 2.22619 -0.59403 1.02793
C 2.64792 0.30387 1.91466
C 3.26964 1.56031 1.35456
O 2.53214 0.16223 3.12565
H 2.20927 -6.40357 1.26550
H 3.77667 -5.55914 1.23780
H 2.78287 -5.62400 -0.22886
H 1.28291 -4.35866 1.84073
H 0.67394 -1.99055 0.93149
H 1.57012 -1.99981 2.44890
H 2.40824 -0.41046 0.05445
H 2.54256 2.06693 0.72214
H 4.15041 1.29472 0.77243
H 3.55690 2.21090 2.17969
```

Record 2
The molecule C15H22N2O2S2. Source: the OMol25 dataset; level of theory: ωB97M-V with the def2-TZVPD basis set.

Results
LUMO energy in eV: -0.2
Total charge: 0
Energy relative to the best compared isomer or geometry (same formula, charge and spin) in kcal per mole: 16.52
Kohn-Sham gap in eV: 9.348
Electronic energy in hartree: -1641.13134

```
43
C15H22N2O2S2 (ωB97M-V with the def2-TZVPD basis set)
C -9.15386 -1.51291 -0.60524
C -8.36699 -1.98843 0.61068
C -7.35740 -0.95711 1.11586
C -6.19549 -0.72371 0.15271
C -5.16594 0.24389 0.73161
C -4.00218 0.48547 -0.22672
C -2.98461 1.46940 0.34551
C -1.82018 1.71053 -0.61143
C -0.82225 2.71974 -0.04832
C 0.36010 2.94298 -0.98742
O 1.11029 1.74328 -1.18529
C 2.01837 1.44477 -0.25404
O 2.26839 2.12174 0.71296
C 2.71094 0.17730 -0.54777
C 2.47600 -0.66448 -1.60174
S 3.47485 -2.06720 -1.63818
C 4.26459 -1.54874 -0.19116
N 5.24490 -2.04791 0.56725
N 5.51590 -1.32588 1.55794
S 4.59845 0.07218 1.69407
C 3.74540 -0.32966 0.27443
H -9.65295 -0.57030 -0.39000
H -8.50099 -1.36959 -1.46221
H -9.91002 -2.24654 -0.87570
H -9.06906 -2.21131 1.41785
H -7.84312 -2.91506 0.36442
H -6.95452 -1.30169 2.07174
H -7.87129 -0.01019 1.29805
H -5.71096 -1.67865 -0.06520
H -6.57120 -0.31866 -0.78833
H -4.78101 -0.15656 1.67255
H -5.65279 1.19639 0.95439
H -3.50678 -0.46476 -0.44002
H -4.38810 0.87524 -1.17179
H -2.60088 1.08273 1.29238
H -3.48085 2.41996 0.55498
H -1.30680 0.76605 -0.80540
H -2.20530 2.07977 -1.56505
H -0.44378 2.37094 0.91458
H -1.31389 3.68070 0.11179
H 0.02027 3.23030 -1.98448
H 1.02453 3.71208 -0.58019
H 1.74629 -0.51990 -2.37461
```

Record 3
The molecule C15H22N2O3. Source: the OMol25 dataset; level of theory: ωB97M-V with the def2-TZVPD basis set.

Results
LUMO energy in eV: 0.6
Total charge: 0
Energy relative to the best compared isomer or geometry (same formula, charge and spin) in kcal per mole: 114.87
Kohn-Sham gap in eV: 9.616
Electronic energy in hartree: -919.89558

```
42
C15H22N2O3 (ωB97M-V with the def2-TZVPD basis set)
C 2.51287 0.77846 -3.67442
C 1.88123 1.08498 -2.23295
C 1.47260 2.54060 -1.92285
C 2.52036 3.54022 -1.62197
C 0.67721 2.42349 -0.63549
N 1.58824 2.16248 0.49270
C -0.42594 1.41555 -0.69496
O -1.14671 1.27775 -1.70246
N -0.91529 0.86901 0.48201
C -2.17329 0.14346 0.64969
C -2.03632 -1.28518 -0.11836
C -0.85178 -2.09252 0.16987
C 0.45121 -1.95628 -0.37670
C 1.62336 -2.49437 0.25601
C 1.47991 -3.35622 1.31108
C 0.19927 -3.51207 1.88187
C -0.92167 -2.96478 1.26139
C -2.22371 -0.12820 2.14883
O -1.58072 0.63573 2.86763
O -3.18785 -1.12205 2.47195
H 2.73692 -0.38382 -3.65725
H 1.97945 1.02388 -4.54164
H 3.36791 1.47510 -3.87158
H 2.51348 0.56542 -1.51009
H 0.88494 0.54032 -2.12622
H 0.75120 3.00433 -2.52550
H 2.25619 4.25768 -0.89273
H 3.41102 2.95865 -1.25673
H 3.00837 4.19221 -2.53616
H 0.13005 3.41740 -0.35268
H 2.52004 2.78092 0.44354
H 1.99467 1.30136 0.31651
H -0.63372 0.87805 1.47815
H -3.22240 0.51172 0.36023
H -2.92748 -1.86633 -0.09033
H -1.84294 -0.98716 -1.21351
H 0.67130 -1.31278 -1.13412
H 2.54238 -2.22234 -0.34049
H 2.22294 -4.03822 1.54631
H 0.17497 -4.42811 2.48289
H -1.88021 -3.06562 1.64765
H -3.15938 -0.97736 3.44768
```

Record 4
The molecule C15H22N2O3. Source: the OMol25 dataset; level of theory: ωB97M-V with the def2-TZVPD basis set.

Results
LUMO energy in eV: 0.8
Total charge: 0
Energy relative to the best compared isomer or geometry (same formula, charge and spin) in kcal per mole: 47.59
Kohn-Sham gap in eV: 9.427
Electronic energy in hartree: -920.00280

```
42
C15H22N2O3 (ωB97M-V with the def2-TZVPD basis set)
C 7.34070 0.88265 0.22986
C 6.78791 -0.39235 0.85956
O 5.82102 -1.02578 0.04414
C 4.56338 -0.52322 -0.03583
C 4.05548 0.53150 0.71859
C 2.74359 0.92886 0.54804
C 1.90256 0.29003 -0.35616
C 0.50737 0.79279 -0.48274
O 0.20082 1.94138 -0.22346
N -0.39834 -0.12088 -0.92066
C -1.80367 0.18559 -1.02293
C -2.59590 -0.40025 0.15327
N -4.02479 -0.35404 -0.09267
C -4.76333 -1.22255 0.81010
C -6.24189 -1.20457 0.42245
O -6.77410 0.09623 0.48428
C -6.05305 0.95914 -0.36326
C -4.56828 0.99273 -0.00160
C 2.41772 -0.75769 -1.11814
C 3.72644 -1.15517 -0.96089
H 6.55506 1.62179 0.09352
H 8.11325 1.30143 0.86881
H 7.77046 0.65620 -0.74267
H 7.58534 -1.13453 0.95649
H 6.38142 -0.19192 1.85832
H 4.66730 1.05120 1.43884
H 2.34688 1.75314 1.12144
H -0.13037 -1.08971 -0.97908
H -1.87555 1.27429 -1.03644
H -2.20261 -0.21859 -1.95767
H -2.31674 -1.45332 0.26430
H -2.31342 0.12540 1.08166
H -4.37848 -2.24078 0.71925
H -4.66123 -0.89653 1.86054
H -6.82935 -1.81118 1.11390
H -6.34830 -1.60304 -0.59801
H -6.50029 1.94760 -0.24695
H -6.15927 0.62826 -1.40753
H -4.04484 1.64154 -0.70326
H -4.45067 1.40182 1.01740
H 1.80977 -1.24769 -1.86490
H 4.13800 -1.95982 -1.54989
```

Record 5
The molecule C15H22N2O4. Source: the OMol25 dataset; level of theory: ωB97M-V with the def2-TZVPD basis set.

Results
LUMO energy in eV: 0.6
Total charge: 0
Energy relative to the best compared isomer or geometry (same formula, charge and spin) in kcal per mole: 65.58
Kohn-Sham gap in eV: 9.034
Electronic energy in hartree: -995.21703

```
43
C15H22N2O4 (ωB97M-V with the def2-TZVPD basis set)
C -4.64741 0.43873 -0.27089
C -3.50321 -0.07688 -1.15208
C -3.98839 -0.50953 -2.57045
C -2.91089 -1.27595 -0.48475
C -1.66038 -1.98788 -1.17293
N -1.19267 -3.14717 -0.32754
C -0.55698 -0.94243 -1.43897
O -0.67080 -0.14892 -2.28358
N 0.51808 -1.08034 -0.58883
C 1.73402 -0.39786 -0.86316
C 2.54386 -0.01981 0.38803
C 1.90023 0.94293 1.42523
C 1.23457 0.51664 2.64907
C 0.64264 1.37551 3.58767
C 0.84517 2.74091 3.31127
O 0.34529 3.76708 4.04042
C 1.25041 3.22997 2.03951
C 1.84274 2.27693 1.21141
C 2.72672 -1.21569 -1.74230
O 3.81846 -1.59197 -1.44159
O 2.19476 -1.55401 -2.95033
H -4.35927 0.36639 0.80236
H -4.85638 1.42515 -0.45906
H -5.54004 -0.09185 -0.30852
H -2.59096 0.69401 -1.30243
H -4.86931 -1.06902 -2.43774
H -4.32931 0.33145 -3.14239
H -3.18286 -0.98559 -3.15665
H -2.63199 -0.96892 0.56342
H -3.63950 -2.10289 -0.20801
H -1.87685 -2.33901 -2.17307
H -1.96052 -3.69321 -0.05353
H -0.47574 -3.73188 -0.79911
H 0.51496 -2.08293 -0.31418
H 1.35934 0.37875 -1.45733
H 2.71055 -0.96064 0.90059
H 3.52029 0.34976 0.01573
H 1.27778 -0.56269 2.89427
H 0.13141 0.97025 4.45981
H 0.51860 3.64084 5.00718
H 1.24315 4.35248 1.83914
H 2.26380 2.67882 0.38018
H 1.27472 -1.35759 -3.05546
```

Record 6
The molecule C15H22N2O4. Source: the OMol25 dataset; level of theory: ωB97M-V with the def2-TZVPD basis set.

Results
LUMO energy in eV: 0.7
Total charge: 0
Energy relative to the best compared isomer or geometry (same formula, charge and spin) in kcal per mole: 122.91
Kohn-Sham gap in eV: 10.175
Electronic energy in hartree: -995.12567

```
43
C15H22N2O4 (ωB97M-V with the def2-TZVPD basis set)
O 1.39232 -1.99937 -1.87642
C 2.08035 -1.15519 -1.32724
C 1.62029 -0.49501 -0.03416
C 2.01207 -1.34507 1.17401
O 3.42421 -1.41570 1.23013
N 0.18070 -0.39361 -0.11220
C -0.50435 0.58267 0.53405
O 0.05186 1.41689 1.23060
C -1.99894 0.58010 0.33258
C -2.60662 1.92655 -0.15104
C -3.66044 1.79161 0.94254
C -2.85088 0.69495 1.62632
C -5.16028 1.77166 0.72570
C -4.50798 2.82270 1.54585
C -4.66044 3.42413 2.88572
C -4.49650 4.29574 1.64720
N 3.29877 -0.80396 -1.83470
C 3.54483 -0.83832 -3.27794
C 3.88316 0.62453 -3.62599
C 3.64990 1.34343 -2.30133
O 3.90716 0.34297 -1.31078
H 2.04616 0.49812 0.08345
H 1.59186 -0.86347 2.06163
H 1.56253 -2.33811 1.05796
H 3.67971 -1.94666 1.98913
H -0.29013 -1.07295 -0.68904
H -2.31791 -0.25518 -0.29149
H -1.91924 2.75194 0.03969
H -2.95550 1.96098 -1.18263
H -3.38451 -0.20139 1.94048
H -2.24898 1.08107 2.45014
H -5.52831 2.04359 -0.25716
H -5.73213 1.00322 1.23329
H -5.63411 3.40035 3.35750
H -3.81929 3.36672 3.56532
H -3.55226 4.80996 1.51853
H -5.36435 4.84352 1.30317
H 4.37169 -1.50916 -3.50164
H 2.64639 -1.21421 -3.76235
H 4.92350 0.71492 -3.93276
H 3.25252 1.01642 -4.42152
H 4.33138 2.16714 -2.10635
H 2.61395 1.68878 -2.20553
```

Question: Among the records above, which one has the highest electronic energy?
Answer: number 3